Record 1
15 unconnected molecules or ions with the total composition C15H45N15O30 in a non-equilibrium geometry. Source: the Open Molecules 2025 dataset; level of theory: ωB97M-V/def2-TZVPD.

LUMO energy (eV): -1.1
Energy relative to the best compared isomer or geometry (same formula, charge and spin) (kcal per mole): 39.1
Frontier orbital gap (Eh): 0.34895
Total energy (Ha): -3675.575112
Net charge: 0
E_HOMO (eV): -10.64

Cartesian coordinates (Å):
O  0.25272  2.18050  5.51396
O  -2.66907  2.92723  -0.64832
O  -4.23048  -3.49059  -1.86878
O  -0.06747  3.69922  -4.42970
O  0.34416  -3.68334  0.54514
O  -2.17633  -4.20734  -1.76245
O  2.60970  -2.83582  -3.55776
O  4.41231  -1.41762  3.95285
O  1.43285  2.92767  -3.05224
O  -3.31623  2.94535  -2.67651
O  -1.79720  -1.47845  2.13905
O  1.23365  -5.28096  -0.67511
O  -0.62373  6.67851  2.23738
O  -2.96346  0.23621  1.67458
O  -0.62770  -3.08165  5.59960
O  0.66054  1.89732  3.39564
O  6.57797  -2.97262  -3.91685
O  0.67740  -0.83280  -2.37488
O  3.85677  1.52502  1.24082
O  7.65478  -1.17715  -3.32975
O  -3.11818  -0.93693  -3.58759
O  0.97906  -1.83598  4.88027
O  -5.00505  -0.66700  -4.50823
O  1.75635  -2.29273  -5.54342
O  0.47116  5.03708  1.54381
O  -0.68282  0.79012  -2.64576
O  5.32984  -0.61576  2.17629
O  -4.72611  3.04284  2.91476
O  -3.66194  4.91696  2.68696
O  3.72153  3.08592  2.78496
N  0.42035  -4.84160  0.15522
N  -2.75763  -0.73404  2.37477
N  -3.85910  -0.38185  -4.39762
N  3.69097  2.73631  1.61143
N  -3.69941  3.75142  3.08214
N  -3.37856  2.54496  -1.51902
N  0.25585  -2.88549  4.83387
N  6.62987  -1.86680  -3.39085
N  0.97934  1.78074  4.61356
N  1.77478  -2.90246  -4.45159
N  -0.40671  5.83265  1.38806
N  0.84294  2.89589  -4.11134
N  -3.09799  -3.41073  -1.44838
N  -0.03595  0.08295  -1.91635
N  4.43681  -1.21538  2.73537
C  -3.31644  0.70998  -5.27238
C  2.31304  1.24871  5.09548
C  3.57332  3.80367  0.50450
C  0.55224  -3.67465  -4.15542
C  -0.13222  0.31073  -0.45738
C  -2.75509  -2.31727  -0.61936
C  -2.48890  3.07269  3.66953
C  1.06594  1.74021  -5.03153
C  -0.38257  -5.78346  0.89984
C  3.13962  -1.35080  1.97166
C  -4.43538  1.52174  -1.18826
C  0.64375  -3.90490  3.83450
C  -1.27393  5.77303  0.18837
C  -3.50992  -0.90915  3.61121
C  5.41175  -1.24975  -2.77101
H  2.56581  4.21915  0.48425
H  -2.33515  3.30137  4.72412
H  2.18601  0.18689  5.30647
H  2.34625  -0.69642  2.33283
H  -2.48533  1.24732  -4.81562
H  -2.96156  -2.62654  0.40525
H  0.11402  -3.27387  -3.24140
H  2.77095  -2.37553  1.92563
H  -1.20178  6.74108  -0.30740
H  3.92366  3.31404  -0.40413
H  -1.16814  0.47997  -0.16357
H  -0.47115  -5.38622  1.91100
H  1.14002  2.11414  -6.05270
H  -4.36731  1.23524  -0.13880
H  1.71001  -4.12349  3.77609
H  -4.17289  -0.05064  3.71856
H  2.56948  1.79378  6.00390
H  -1.68202  -2.12676  -0.63752
H  4.74027  -2.10275  -2.67300
H  -3.46938  -1.52793  -0.85352
H  0.28608  -4.92366  3.98382
H  0.30930  -3.57243  2.85180
H  -2.74674  -1.06734  4.37321
H  0.47731  1.21406  -0.43335
H  -3.95395  0.70241  -1.72214
H  0.26873  1.01272  -4.87882
H  -1.27883  -6.06603  0.34758
H  -3.02196  0.33826  -6.25381
H  0.30340  -6.62836  0.96052
H  -5.46145  1.65401  -1.53145
H  0.86568  -4.70587  -3.99279
H  5.65765  -0.95250  -1.75157
H  -1.70352  3.41607  2.99620
H  0.30360  -0.52176  0.09501
H  -2.61893  1.99334  3.59080
H  5.05437  -0.42885  -3.39271
H  -2.23662  5.50858  0.62584
H  -0.99700  4.87260  -0.35993
H  -4.10677  1.45786  -5.33678
H  4.25327  4.56798  0.88080
H  2.00891  1.30955  -4.69472
H  2.99461  1.47737  4.27617
H  -4.05895  -1.84724  3.52965
H  -0.18624  -3.52844  -4.94369
H  3.33022  -1.08524  0.93183

***

Record 2
A molecular structure, C15H45N21O14PSn in a non-equilibrium geometry. Source: the Open Molecules 2025 dataset; level of theory: ωB97M-V/def2-TZVPD.

LUMO energy (eV): 2.2
Frontier orbital gap (Eh): 0.32857
Total energy (Ha): -3358.181029
Net charge: -1
E_HOMO (eV): -6.76

Cartesian coordinates (Å):
Sn  0.12937  -0.59423  0.83841
P  -1.51705  1.64405  1.47869
O  -3.19435  2.04272  -2.44931
O  4.65002  -0.13115  -5.38185
O  1.21104  -4.44964  -0.87518
O  -0.99180  1.00276  0.13188
O  -3.02357  1.77057  1.10358
O  -1.69757  -1.72825  0.48980
O  -0.08892  -3.57405  4.78060
O  -5.53576  -2.09895  -4.10837
O  2.37618  0.75693  2.22837
O  2.09288  3.35808  -2.56085
O  -0.86950  2.97956  1.96329
O  -3.57315  6.92310  1.31844
O  -1.03492  0.53201  2.43712
O  -0.71222  -1.41691  -3.90776
N  5.51064  -4.07675  3.62758
N  1.24366  -1.68095  -2.78316
N  2.32832  -5.74704  0.53467
N  -2.78951  -2.81923  -1.24688
N  0.44169  -4.61966  1.21816
N  0.58889  -1.61415  3.88517
N  4.48354  1.39850  -3.71165
N  -3.42632  -2.97915  -4.27947
N  -1.47932  -2.48759  3.28044
N  -3.23629  4.23331  -3.12590
N  -2.26931  5.22496  2.13454
N  2.56717  0.74687  -4.87165
N  3.07504  1.33678  4.31566
N  0.17916  3.81191  -1.37110
N  0.11665  0.32668  -2.82275
N  -3.69921  -0.76129  -3.79865
N  -3.17065  -0.60487  -0.76976
N  -3.41464  3.67693  -0.92538
N  -4.53393  4.87075  1.75618
N  1.66462  2.19767  -0.65053
N  1.22425  2.30556  3.48886
C  -0.30714  -2.64976  4.03252
C  3.30447  -3.25662  4.22917
C  -3.30676  3.25579  -2.17781
C  1.31066  3.19442  -1.57422
C  4.33304  -4.12240  4.36208
C  0.17482  -0.92477  -3.26504
C  -4.32765  -1.95781  -4.07020
C  3.92297  0.62209  -4.74419
C  5.63049  -3.14729  2.69576
C  -3.42629  5.75642  1.66745
C  2.22519  1.43105  3.26176
C  -2.48214  -1.71636  -0.48237
C  4.63123  -2.16479  2.49428
C  3.50001  -2.28339  3.22948
C  1.30552  -4.94400  0.21438
H  -0.31142  -4.11111  0.81561
H  -3.23773  0.21971  -0.07841
H  -1.62539  -1.66662  2.80845
H  -3.76492  -0.55483  -1.53527
H  2.66207  -1.70655  2.91790
H  4.78568  -1.47000  1.72482
H  6.50414  -3.09675  2.04057
H  -3.46505  4.70281  -0.94544
H  5.47407  1.23992  -3.50933
H  -2.68891  -0.59768  -3.60417
H  -2.79955  -2.64095  -2.22126
H  -0.34213  3.67065  -0.53333
H  2.59017  2.42332  -0.35801
H  -3.94171  -3.80513  -4.54458
H  -0.20134  4.37302  -2.13103
H  1.13141  -2.61347  -3.19199
H  -2.24260  -3.05184  3.32134
H  2.80738  -5.51802  1.43303
H  -2.09142  -3.51957  -1.03049
H  -2.61772  -2.61504  -4.74575
H  -1.44783  5.83221  2.05406
H  -4.28123  3.97769  2.14721
H  -0.68376  0.82149  -3.15137
H  1.36077  -1.49792  4.61899
H  2.16435  -1.36126  -2.68505
H  0.83304  0.70297  -2.24942
H  2.08872  1.30101  -4.17363
H  -3.83317  5.02420  -2.88435
H  -1.96327  4.25514  2.00582
H  0.18091  -5.29223  1.94234
H  2.95009  -5.82296  -0.25548
H  3.12308  2.11292  4.94346
H  0.92106  1.94451  0.10124
H  4.33780  -4.92170  5.12224
H  0.56922  2.54154  2.75188
H  0.87286  2.50766  4.42100
H  -3.39726  3.77317  -4.08946
H  3.95073  0.83819  4.14113
H  -3.33290  3.05478  -0.06977
H  2.10159  0.35207  -5.67060
H  -5.41968  5.28968  1.64125
H  3.94293  2.05696  -3.20799
H  0.10937  -0.71131  3.63624
H  -4.32089  -0.00493  -3.84413
H  2.43488  -3.28416  4.87743

***

Record 3
A molecular structure, C15H46B2BaF3N2O18P3 in a non-equilibrium geometry. Source: the Open Molecules 2025 dataset; level of theory: ωB97M-V/def2-TZVPD.

LUMO energy (eV): 0.1
Frontier orbital gap (Eh): 0.35334
Total energy (Ha): -3461.937868
Net charge: 0
E_HOMO (eV): -9.53

Cartesian coordinates (Å):
Ba  -4.02713  33.08290  -14.97326
P  -8.58698  31.26627  -21.57899
P  -2.03461  30.06960  -17.02076
P  -4.08791  36.89075  -15.83116
F  -13.11800  36.25338  -16.26691
F  -13.32095  34.62462  -17.65936
F  -11.75620  36.08527  -17.95180
O  -10.25327  34.81976  -16.31618
O  -2.26905  28.90373  -15.99608
O  -2.77594  29.65920  -18.34482
O  -9.65642  31.80574  -20.54432
O  -11.97224  33.63772  -15.45390
O  -5.01196  36.71346  -17.08441
O  -3.02128  33.33426  -19.50081
O  -9.35046  31.34926  -22.94952
O  -8.58511  29.72136  -21.28559
O  -8.99199  28.77191  -15.49318
O  -0.53667  29.92386  -17.45385
O  -4.20640  33.94155  -17.81023
O  -10.80589  29.67350  -14.75456
O  -2.39950  31.35513  -16.42100
O  -7.28869  31.94317  -21.52049
O  -3.10661  38.02670  -16.27449
O  -3.40307  35.70121  -15.30880
O  -5.02487  37.58025  -14.76424
N  -4.07899  33.55052  -18.95315
N  -9.59388  29.61811  -14.86791
C  -7.58861  28.90177  -21.89207
C  -5.34218  33.37413  -19.71113
C  -2.03493  27.56066  -16.41183
C  -11.52646  34.50318  -16.15112
C  -8.77100  30.61348  -14.13313
C  -9.03035  34.48388  -14.19118
C  -4.80255  37.47190  -13.34635
C  -9.29209  34.01630  -15.61268
C  -6.42025  36.45540  -16.99429
C  -12.42884  35.39891  -17.03141
C  -0.03938  30.81844  -18.46642
C  -3.59048  39.25887  -16.78548
C  -9.19336  32.48618  -19.36727
C  -4.21752  29.69790  -18.40537
C  -9.28079  32.55550  -23.70565
B  -6.27852  32.27242  -16.45377
B  -5.52540  34.01518  -12.75844
H  -7.98324  27.89061  -21.97372
H  -6.64214  35.42137  -17.25783
H  -6.28740  33.42748  -16.69601
H  -6.70115  28.83879  -21.26067
H  -8.34669  34.10124  -16.14390
H  -5.94960  34.13930  -13.84369
H  -9.14921  33.55232  -19.58388
H  -5.05612  32.94929  -12.56135
H  -4.68489  29.98234  -17.46932
H  -2.94354  26.97559  -16.52000
H  -8.18878  30.11833  -13.36927
H  -3.85512  36.99511  -13.10081
H  -1.40910  27.06695  -15.66244
H  -8.21302  33.91535  -13.75456
H  -7.15998  31.67794  -17.03081
H  -9.42997  31.42599  -13.84638
H  -4.84247  38.47518  -12.93239
H  -6.83389  36.61746  -16.00063
H  0.78665  31.41435  -18.09231
H  -8.81084  35.55110  -14.14142
H  -5.55993  36.82490  -12.91235
H  -3.31846  40.06921  -16.10478
H  -3.11976  39.44103  -17.74819
H  -4.55092  28.70140  -18.70037
H  -9.61897  32.97905  -15.62050
H  -8.13220  31.05520  -14.90333
H  -10.17970  33.15755  -23.58065
H  -1.41820  27.50713  -17.31081
H  -4.67106  34.81427  -12.55173
H  -9.18301  32.28864  -24.75753
H  -0.81732  31.47770  -18.85502
H  -4.51711  30.36244  -19.21223
H  0.30139  30.22480  -19.31386
H  -6.12705  33.90070  -19.18214
H  -7.29669  29.23687  -22.88710
H  -6.42437  34.25640  -11.98834
H  -5.21042  31.86990  -16.72833
H  -8.40301  33.14731  -23.44177
H  -5.55301  32.31763  -19.81846
H  -9.90931  32.33250  -18.56017
H  -6.90016  37.11911  -17.71036
H  -9.92296  34.32739  -13.57690
H  -5.24204  33.83372  -20.69055
H  -8.24535  32.09421  -19.00393
H  -4.67352  39.34944  -16.88559
H  -6.43347  32.07821  -15.30368

***

Record 4
3 unconnected molecules or ions with the total composition C15H46N8O2P3S in a non-equilibrium geometry. Source: the Open Molecules 2025 dataset; level of theory: ωB97M-V/def2-TZVPD.

LUMO energy (eV): 1.1
Frontier orbital gap (Eh): 0.12322
Total energy (Ha): -2609.681041
Net charge: -1
E_HOMO (eV): -2.24

Cartesian coordinates (Å):
S  1.41161  -3.27475  -3.34188
P  1.66407  3.14722  1.81030
P  2.83354  -4.30329  -4.27338
P  -2.44119  -0.99591  -1.05751
O  -1.55531  -1.72920  -2.07044
O  0.17329  2.78583  1.73871
N  3.39712  3.42159  1.69121
N  2.29381  -6.27906  -2.85509
N  3.45647  -5.60980  -3.29271
N  -3.25564  -0.13552  0.24507
N  1.85406  2.86389  3.49341
N  -2.60143  0.43718  -2.00169
N  -3.75889  -2.09735  -1.11641
N  1.44873  4.78759  1.33229
C  0.39639  5.02530  0.34638
C  2.23710  -5.79238  -0.45323
C  4.40121  3.38409  2.73638
C  -1.42133  0.81579  -2.77668
C  3.93004  3.89157  0.41664
C  -3.79145  0.87540  -2.68406
C  -4.53681  -0.41314  0.86167
C  -4.79559  -2.14469  -2.12483
C  -2.66680  1.11801  0.70482
C  2.47639  -6.91917  -1.55446
C  1.63839  1.47651  3.89430
C  -3.43434  -3.44090  -0.64458
C  1.49122  3.76862  4.56382
C  0.68337  -5.48266  -0.47078
C  1.58860  5.94434  2.18077
H  2.54869  5.94719  2.70452
H  4.32178  2.49060  3.35430
H  -1.36290  0.27145  -3.72514
H  -4.01773  0.25282  -3.55740
H  -0.50607  0.61808  -2.21583
H  -4.64470  -1.46196  1.13732
H  -2.67471  1.19059  1.79663
H  0.36517  4.22284  -0.39299
H  -0.59209  5.09729  0.81337
H  3.48038  -7.40177  -1.41451
H  0.54727  -4.49922  0.05666
H  1.89554  4.76764  4.42009
H  -4.65490  0.13931  1.80032
H  -5.62713  -2.76329  -1.77229
H  0.28173  -5.45137  -1.50638
H  -4.65404  0.90651  -2.01165
H  4.34449  4.27158  3.37343
H  5.41167  3.34786  2.31657
H  -3.67679  1.90590  -3.03920
H  2.54189  -6.17096  0.55499
H  -4.43795  -2.54025  -3.08224
H  0.76709  6.02719  2.90122
H  4.85341  3.36926  0.14981
H  -1.62404  1.19954  0.40064
H  -3.20963  1.97697  0.29405
H  4.13544  4.96668  0.45554
H  2.82738  -4.88624  -0.74664
H  0.62225  1.13493  3.65257
H  3.22728  3.70969  -0.39638
H  2.23087  -4.91769  -5.41871
H  -2.63746  -3.90287  -1.24386
H  -1.42459  1.88979  -2.99233
H  -5.25906  -1.17501  -2.29189
H  1.90930  -6.92225  -3.55480
H  -5.36486  -0.12376  0.20718
H  0.58462  5.94856  -0.21018
H  -3.09550  -3.40292  0.39681
H  2.34753  0.82042  3.37840
H  1.59324  6.86321  1.58449
H  3.86507  -3.38725  -4.62404
H  1.79186  1.32730  4.96382
H  1.63337  -7.65574  -1.43708
H  1.95651  3.44148  5.49845
H  0.40741  3.83887  4.71070
H  -4.29795  -4.10766  -0.67120
H  0.15423  -6.29846  0.08483

***

Record 5
8 unconnected molecules or ions with the total composition C15H47O8 in a non-equilibrium geometry. Source: the Open Molecules 2025 dataset; level of theory: ωB97M-V/def2-TZVPD.

LUMO energy (eV): -1.9
Energy relative to the best compared isomer or geometry (same formula, charge and spin) (kcal per mole): 0.0
Frontier orbital gap (Eh): 0.37344
Total energy (Ha): -1201.311093
Net charge: +1
E_HOMO (eV): -12.11

Cartesian coordinates (Å):
O  -1.81269  -2.09292  -1.58411
O  3.09387  0.93563  0.80900
O  1.27987  -2.02492  -1.08054
O  -1.64716  -1.08194  1.96942
O  0.00297  -0.03383  0.11518
O  -2.61776  1.24589  -0.42958
O  0.95189  2.03291  2.19114
O  0.08884  1.66223  -1.86776
C  -1.40558  1.44937  -3.78920
C  0.60981  3.90087  3.74507
C  -2.25399  2.10777  0.63168
C  -2.83615  -3.01647  1.70353
C  -0.04601  1.06240  -3.13563
C  1.94212  -3.06874  -0.40598
C  2.01441  4.02547  1.67381
C  1.15969  1.42775  -4.04313
C  3.37777  0.70019  -0.55852
C  3.37639  -3.27281  -0.99115
C  1.90664  -2.91182  1.09466
C  -2.95768  -1.51606  1.64186
C  -4.03361  -0.91343  2.62838
C  1.57612  3.11946  2.82591
C  -1.97430  -3.40990  -1.98372
H  -3.56473  -0.88601  3.61200
H  -1.88981  1.52598  1.47844
H  0.94531  1.12777  -5.06887
H  1.47102  -3.99669  -0.73013
H  -3.05425  1.76626  -1.10802
H  -3.15703  -1.28700  0.59501
H  0.31910  -0.82592  -0.32555
H  3.99090  -0.16646  -0.80568
H  2.16037  -3.88191  1.52203
H  -2.04941  -3.28758  0.99952
H  -2.02454  -3.40433  -3.07254
H  -1.52338  -1.17906  2.91644
H  3.93371  1.50490  -1.03965
H  1.18822  4.41068  1.07621
H  0.26050  3.12441  4.42565
H  -2.64440  -3.39832  2.70629
H  2.17010  1.06634  -3.85193
H  0.27967  2.59789  -1.96639
H  -0.24656  4.19763  3.13954
H  -0.66193  -0.25518  0.77132
H  1.15249  -2.38437  -1.96155
H  -2.65631  -1.64388  -1.49320
H  2.44548  2.87934  3.43801
H  -0.10006  -0.01874  -3.00786
H  2.73795  3.56787  0.99912
H  2.55704  0.45816  -1.23375
H  2.63846  -2.24794  1.55489
H  3.90019  1.17280  1.27289
H  3.88003  -2.32039  -1.15654
H  -2.86597  -3.83062  -1.51893
H  -4.25225  0.12538  2.38103
H  -2.25815  1.05374  -3.23720
H  -1.48348  0.96493  -4.76252
H  1.15227  4.65235  4.31877
H  -1.52971  2.86327  0.32714
H  1.30635  2.50530  -4.11721
H  -3.76979  -3.54162  1.50192
H  -1.13388  -4.02408  -1.66034
H  1.69934  1.62100  1.75153
H  3.33816  -3.85038  -1.91476
H  0.91770  -2.52910  1.34691
H  4.04636  -3.81586  -0.32456
H  -5.01364  -1.38344  2.54636
H  2.55872  4.90571  2.01584
H  -3.17869  2.58144  0.96131
H  -0.30718  0.63537  -0.49929
H  -1.47949  2.52303  -3.96208

***

Q: Number 2 is which compound?
A: C15H45N21O14PSn